Entry a
10
Properties=species:S:1:pos:R:3:nbo_charge:R:1 method="wB97M-V/def2-TZVPD" orbital_gap_ev="8.81 / 7.10" s_squared=2.007 charge=0 lumo_ev="0.637 / -2.201" spin_multiplicity=3 homo_ev="-8.172 / -9.303"
C 0.142 1.176 0.178 -0.506
N -0.817 0.416 -0.526 -0.046
O 0.965 -0.744 -1.571 -0.497
O -0.477 -0.522 -1.350 -0.080
S -1.204 -0.647 1.918 -0.132
H 0.519 0.512 1.058 0.224
H 0.995 1.404 -0.574 0.224
H -0.295 2.070 0.486 0.222
H 0.964 -1.645 -1.825 0.467
H -0.792 -2.018 2.207 0.123

Entry b
10
Properties=species:S:1:pos:R:3:nbo_charge:R:1 method="wB97M-V/def2-TZVPD" orbital_gap_ev="4.97 / 8.46" s_squared=2.006 charge=0 lumo_ev="0.788 / -2.872" spin_multiplicity=3 homo_ev="-4.181 / -11.334"
C -1.335 0.548 -0.327 -0.257
N 0.392 -1.465 0.098 -0.636
O 2.431 0.351 -0.210 -0.915
O -0.012 0.995 -0.126 -0.713
S 1.163 -0.018 0.319 1.585
H -1.597 0.342 -1.361 0.186
H -1.851 1.496 -0.045 0.208
H -1.400 -0.325 0.219 0.206
H 1.136 -2.120 -0.218 0.349
H 1.074 0.196 1.653 -0.012

Unit: hartree. Relative energies: entry a 0.0000; entry b 0.0247.

Entry a
19
Properties=species:S:1:pos:R:3:nbo_charge:R:1 method="wB97M-V/def2-TZVPD" orbital_gap_ev="8.27 / 8.27" charge=0 lumo_ev="-1.066 / -1.066" homo_ev="-9.334 / -9.336"
C -1.206 -0.702 -1.302 -0.154
C -1.119 0.697 -1.168 -0.219
C -0.579 -1.571 -0.389 -0.243
C -0.209 1.215 -0.266 -0.163
C 0.284 -1.106 0.507 -0.139
C 0.528 0.323 0.541 -0.144
C 1.542 0.766 1.484 -0.109
N 3.208 0.657 0.249 0.034
N 3.193 -0.588 -0.370 0.571
O 3.136 -1.528 0.384 -0.414
O 3.527 -0.643 -1.518 -0.368
F 2.996 1.616 -0.734 -0.238
H -2.022 -1.000 -2.032 0.222
H -1.762 1.263 -1.831 0.225
H -0.501 -2.630 -0.451 0.229
H -0.345 2.215 0.023 0.218
H 0.564 -1.733 1.374 0.231
H 1.581 1.830 1.335 0.219
H 1.969 0.220 2.295 0.243

Entry b
19
Properties=species:S:1:pos:R:3:nbo_charge:R:1 method="wB97M-V/def2-TZVPD" smiles="N[C@]12C[C@H]1C=C(F)C=C2[N+](=O)[O-]" orbital_gap_ev=8.04 charge=0 lumo_ev=-0.875 homo_ev=-8.913
N 0.604 1.917 0.458 -0.817
C 0.438 0.568 0.034 0.133
C -0.772 0.317 -0.947 -0.372
C -0.648 -0.311 0.468 -0.297
C -0.642 -1.733 0.534 -0.158
C 0.386 -2.456 0.016 0.327
F 0.309 -3.802 -0.091 -0.316
C 1.621 -1.824 -0.133 -0.223
C 1.730 -0.467 -0.159 0.038
N 3.065 0.134 0.025 0.521
O 4.023 -0.600 -0.066 -0.395
O 3.238 1.306 0.109 -0.388
H 1.504 2.228 0.010 0.401
H 0.828 2.005 1.415 0.359
H -0.481 -0.326 -1.788 0.218
H -1.463 1.022 -1.041 0.221
H -1.314 0.049 1.204 0.236
H -1.489 -2.227 0.999 0.236
H 2.569 -2.329 0.048 0.275

Unit: hartree. Relative energies: entry a 0.0748; entry b 0.0000.